Record 1
ORCA calculation (ωB97M-V/def2-TZVPD) on a structure of composition C21H32N3O7ReS3Si at a distorted geometry.

Orbital gap (spin up / spin down), eV: 5.6 / 6.0
E_HOMO (spin up / spin down), eV: -4.90 / -4.88
LUMO energy (spin up / spin down), hartree: 0.0254 / 0.0417
Energy relative to the best compared isomer or geometry (same formula, charge and spin), kJ/mol: 57.1

```
! wB97M-V def2-TZVPD RIJCOSX def2/J DEFGRID3
* xyz -1 2
Re 1.058 -0.854 0.947
S -0.014 3.404 -0.615
S 3.339 -0.197 1.419
S 5.751 -1.792 1.956
Si -0.556 -0.541 -2.147
O 0.912 -1.424 2.927
O 0.300 -0.413 -0.815
O 0.218 0.873 1.911
O 3.250 -2.550 2.361
O -0.969 2.709 4.094
O -0.806 1.138 6.572
O -0.019 -1.625 5.839
N -2.556 3.711 0.025
N 1.646 -2.626 0.088
N -1.995 4.148 -2.192
C -0.020 -0.645 5.111
C -3.291 3.783 -2.722
C 0.377 0.344 -3.567
C 0.378 -0.563 3.711
C -0.538 1.570 4.195
C 0.084 -4.034 1.433
C 2.651 -4.152 -1.220
C 1.138 -3.856 0.397
C 3.665 -3.824 2.820
C -2.244 3.036 1.267
C 0.026 0.702 3.153
C 2.571 -2.810 -0.908
C -0.987 4.358 -3.202
C 3.351 -1.707 -1.545
C -0.501 0.748 5.461
C 4.119 -1.645 1.956
C -3.564 4.743 0.131
C -0.846 -2.364 -2.682
C 1.737 -4.820 -0.387
C -1.598 3.765 -0.940
C -2.287 0.266 -1.931
H -0.677 3.417 -3.669
H 3.390 -3.914 3.874
H -3.477 5.438 -0.701
H 2.859 -0.743 -1.411
H -0.801 -3.446 1.179
H 1.534 -5.872 -0.364
H 0.704 1.335 -3.268
H -2.789 0.339 -2.890
H -1.362 -2.399 -3.637
H 3.124 -4.569 2.234
H -3.177 2.800 1.778
H 3.295 -4.589 -1.962
H -3.167 3.098 -3.566
H -1.704 2.118 1.048
H -0.251 0.453 -4.447
H 0.446 -3.701 2.406
H -3.423 5.299 1.064
H -4.572 4.315 0.141
H 1.261 -0.220 -3.849
H 4.743 -3.948 2.701
H -3.827 4.670 -3.075
H -1.451 -2.906 -1.961
H -1.620 3.634 1.936
H -3.885 3.282 -1.962
H 3.452 -1.912 -2.610
H 0.088 -2.907 -2.788
H -2.203 1.266 -1.520
H 4.355 -1.643 -1.121
H -0.203 -5.081 1.502
H -1.399 5.025 -3.960
H -0.110 4.809 -2.742
H -2.934 -0.300 -1.266
*
```

Record 2
ORCA calculation (ωB97M-V/def2-TZVPD) on a structure of composition C31H37AuN3O2 at a distorted geometry.

Orbital gap, eV: 6.2
E_HOMO, eV: -11.67
LUMO energy, hartree: -0.2001
Energy relative to the best compared isomer or geometry (same formula, charge and spin), kJ/mol: 0.0

```
! wB97M-V def2-TZVPD RIJCOSX def2/J DEFGRID3
* xyz 1 1
Au -0.007 -0.748 -0.807
O 2.267 -2.828 -0.120
O 2.471 1.715 0.116
N 0.530 -0.298 -2.803
N 2.001 -0.535 -0.100
N 3.888 2.665 -4.461
C -1.907 1.036 0.792
C 4.108 -1.355 0.489
C 2.823 0.555 0.185
C -2.097 -0.347 0.101
C 0.264 -0.461 -5.163
C -0.713 -0.772 4.401
C -3.437 -0.140 -2.097
C 1.937 0.965 -4.237
C 4.167 0.020 0.564
C -1.790 3.503 1.235
C 1.440 -0.301 3.216
C 3.025 1.912 -4.366
C -1.148 0.869 1.921
C -3.244 -0.889 -0.776
C 1.534 0.572 -2.973
C 2.716 -1.713 0.052
C -4.541 -0.832 0.062
C 6.371 -1.496 1.151
C -2.295 2.400 0.293
C -3.816 2.580 0.151
C 1.295 0.443 -5.350
C -0.710 -0.453 1.997
C -1.570 2.578 -1.061
C 5.319 0.681 0.928
C 0.082 -1.039 3.104
C 0.315 -2.538 2.910
C -1.244 -1.189 0.790
C -3.004 -2.362 -1.116
C 6.431 -0.104 1.224
C 5.196 -2.149 0.777
C -0.095 -0.807 -3.877
H -0.624 -3.099 2.917
H -2.247 3.442 2.226
H -0.703 3.485 1.343
H -1.326 -2.268 0.770
H -4.334 2.361 1.087
H -1.715 -1.206 4.365
H 7.360 0.371 1.513
H -0.170 -1.239 5.224
H -2.038 -2.531 -1.607
H 0.846 -2.749 1.978
H -3.784 -2.700 -1.799
H -4.258 1.975 -0.634
H -5.365 -1.279 -0.497
H 5.140 -3.229 0.714
H -1.778 3.586 -1.428
H -0.805 0.294 4.613
H -0.851 1.651 2.599
H 7.253 -2.076 1.385
H 2.074 -0.506 2.361
H 0.926 -2.913 3.733
H -0.487 2.479 -0.938
H -0.889 -1.517 -3.689
H 5.351 1.762 0.979
H -3.777 0.884 -1.975
H -4.005 3.626 -0.093
H -3.045 -3.006 -0.234
H -4.193 -0.660 -2.689
H 1.603 0.744 -6.343
H 1.935 -0.668 4.117
H -1.901 1.863 -1.813
H -4.829 0.187 0.317
H -0.259 -0.898 -6.002
H -4.425 -1.395 0.992
H -2.510 -0.116 -2.676
H -2.061 4.467 0.806
H 1.316 0.780 3.305
H 2.009 0.961 -2.080
*
```

Record 3
ORCA calculation (ωB97M-V/def2-TZVPD) on a structure of composition C62H51EuFGeO3P3 at a distorted geometry.

Orbital gap (spin up / spin down), eV: 8.1 / 8.1
E_HOMO (spin up / spin down), eV: -10.14 / -10.20
LUMO energy (spin up / spin down), hartree: -0.0765 / -0.0757
Energy relative to the best compared isomer or geometry (same formula, charge and spin), kJ/mol: 8.2

```
! wB97M-V def2-TZVPD RIJCOSX def2/J DEFGRID3
* xyz 1 8
Eu -2.583 -7.496 19.438
Ge -3.633 -10.738 22.949
P -3.891 -10.941 19.531
P -5.124 -7.590 21.309
P -2.025 -7.692 23.586
F -3.636 -11.296 24.637
O -0.728 -7.478 17.423
O -3.823 -5.400 18.859
O -3.393 -7.433 17.114
C -3.976 -6.613 16.268
C -7.309 -7.831 17.793
C -4.101 -14.774 22.220
C -1.818 -12.685 18.719
C -7.600 -6.544 20.280
C -4.394 -14.885 20.872
C -6.131 -10.810 23.710
C -1.033 -5.016 20.632
C -5.041 -3.495 18.331
C 0.044 -6.068 24.716
C -1.026 -11.404 22.419
C -5.371 -9.961 22.915
C -4.093 -12.472 20.613
C -5.489 -6.272 23.799
C -5.194 -6.156 22.440
C 0.161 -11.857 17.568
C -1.229 -6.598 24.824
C -4.358 -13.767 20.081
C -0.147 -7.524 21.407
C -3.840 -13.519 22.762
C -0.044 -5.152 26.895
C -4.504 -5.280 16.608
C -6.314 -11.080 16.248
C -6.459 -7.292 20.049
C 0.282 -11.572 22.829
C -5.104 -3.733 22.618
C -1.787 -10.289 22.848
C -8.461 -7.198 18.155
C 0.573 -5.283 25.697
C -5.293 -11.174 18.419
C -5.994 -8.844 22.344
C -8.616 -6.538 19.382
C -1.857 -6.519 26.109
C -7.699 -11.012 18.235
C -5.085 -4.501 15.582
C -1.143 -9.300 23.587
C -8.054 -9.394 23.515
C -2.430 -11.450 18.512
C -6.568 -11.154 18.987
C -3.866 -12.384 21.936
C -0.518 -10.700 17.235
C -1.804 -10.456 17.704
C 0.783 -10.691 23.743
C -4.237 -7.063 14.963
C 0.498 -6.907 20.312
C -1.249 -5.835 27.158
C -6.324 -7.890 18.776
C -5.304 -4.962 14.337
C -7.598 -11.065 16.827
C 0.091 -9.571 24.144
C -5.340 -3.890 23.988
C -5.590 -5.126 24.617
C -7.329 -8.578 22.653
C -1.581 -5.614 21.747
C -0.508 -12.886 18.284
C -1.139 -6.891 22.157
C -7.446 -10.493 24.080
C -4.413 -4.767 17.945
C -5.179 -11.158 17.036
C -0.031 -5.665 19.961
C -5.056 -4.895 21.848
C -4.910 -6.265 14.063
H -5.858 -4.457 13.564
H -1.202 -4.009 20.289
H -5.699 -11.630 24.273
H -8.643 -10.864 18.787
H -6.086 -3.758 18.320
H -9.269 -7.154 17.435
H -6.101 -10.995 15.208
H 0.378 -4.594 27.712
H -5.509 -8.525 18.587
H -2.313 -9.537 17.314
H -1.534 -7.467 16.814
H -7.173 -8.310 16.817
H -0.012 -9.956 16.558
H 0.923 -12.328 22.393
H -2.267 -13.396 19.438
H -9.546 -6.035 19.588
H 1.173 -12.031 17.204
H -4.190 -11.166 16.613
H -5.697 -7.295 24.095
H 1.814 -10.795 24.092
H -6.630 -11.012 20.097
H -3.826 -8.005 14.657
H -0.079 -13.810 18.488
H -4.206 -15.610 22.883
H 0.665 -6.186 23.834
H 1.505 -4.805 25.461
H -4.546 -15.866 20.481
H -8.436 -10.885 16.177
H -5.854 -5.231 25.685
H -9.061 -9.117 23.729
H -8.042 -11.176 24.673
H -4.642 -13.926 18.966
H -4.697 -3.169 19.329
H -4.855 -4.924 20.791
H 0.004 -7.973 16.986
H -1.472 -12.170 21.754
H -2.821 -7.027 26.248
H -2.320 -5.041 22.360
H 0.210 -8.505 21.703
H -5.503 -2.963 24.586
H -7.955 -7.804 22.181
H -3.677 -13.402 23.804
H -1.786 -5.694 28.088
H -4.989 -2.703 22.234
H 1.235 -7.405 19.667
H -5.477 -3.501 15.802
H 0.450 -5.186 19.159
H 0.578 -8.842 24.756
H -4.864 -2.689 17.634
H -7.637 -5.897 21.178
H -5.257 -6.637 13.091
*
```

Q: energy relative to the best compared isomer or geometry (same formula, charge and spin) of number 2 (C31H37AuN3O2)?
A: 0.0 kJ/mol

Q: Which of these has the highest energy relative to the best compared isomer or geometry (same formula, charge and spin)?
A: C21H32N3O7ReS3Si

Repeat the second record exactly.
ORCA calculation (ωB97M-V/def2-TZVPD) on a structure of composition C31H37AuN3O2 at a distorted geometry.

Orbital gap, eV: 6.2
E_HOMO, eV: -11.67
LUMO energy, hartree: -0.2001
Energy relative to the best compared isomer or geometry (same formula, charge and spin), kJ/mol: 0.0

```
! wB97M-V def2-TZVPD RIJCOSX def2/J DEFGRID3
* xyz 1 1
Au -0.007 -0.748 -0.807
O 2.267 -2.828 -0.120
O 2.471 1.715 0.116
N 0.530 -0.298 -2.803
N 2.001 -0.535 -0.100
N 3.888 2.665 -4.461
C -1.907 1.036 0.792
C 4.108 -1.355 0.489
C 2.823 0.555 0.185
C -2.097 -0.347 0.101
C 0.264 -0.461 -5.163
C -0.713 -0.772 4.401
C -3.437 -0.140 -2.097
C 1.937 0.965 -4.237
C 4.167 0.020 0.564
C -1.790 3.503 1.235
C 1.440 -0.301 3.216
C 3.025 1.912 -4.366
C -1.148 0.869 1.921
C -3.244 -0.889 -0.776
C 1.534 0.572 -2.973
C 2.716 -1.713 0.052
C -4.541 -0.832 0.062
C 6.371 -1.496 1.151
C -2.295 2.400 0.293
C -3.816 2.580 0.151
C 1.295 0.443 -5.350
C -0.710 -0.453 1.997
C -1.570 2.578 -1.061
C 5.319 0.681 0.928
C 0.082 -1.039 3.104
C 0.315 -2.538 2.910
C -1.244 -1.189 0.790
C -3.004 -2.362 -1.116
C 6.431 -0.104 1.224
C 5.196 -2.149 0.777
C -0.095 -0.807 -3.877
H -0.624 -3.099 2.917
H -2.247 3.442 2.226
H -0.703 3.485 1.343
H -1.326 -2.268 0.770
H -4.334 2.361 1.087
H -1.715 -1.206 4.365
H 7.360 0.371 1.513
H -0.170 -1.239 5.224
H -2.038 -2.531 -1.607
H 0.846 -2.749 1.978
H -3.784 -2.700 -1.799
H -4.258 1.975 -0.634
H -5.365 -1.279 -0.497
H 5.140 -3.229 0.714
H -1.778 3.586 -1.428
H -0.805 0.294 4.613
H -0.851 1.651 2.599
H 7.253 -2.076 1.385
H 2.074 -0.506 2.361
H 0.926 -2.913 3.733
H -0.487 2.479 -0.938
H -0.889 -1.517 -3.689
H 5.351 1.762 0.979
H -3.777 0.884 -1.975
H -4.005 3.626 -0.093
H -3.045 -3.006 -0.234
H -4.193 -0.660 -2.689
H 1.603 0.744 -6.343
H 1.935 -0.668 4.117
H -1.901 1.863 -1.813
H -4.829 0.187 0.317
H -0.259 -0.898 -6.002
H -4.425 -1.395 0.992
H -2.510 -0.116 -2.676
H -2.061 4.467 0.806
H 1.316 0.780 3.305
H 2.009 0.961 -2.080
*
```

Please write out number 1 again, unchanged.
ORCA calculation (ωB97M-V/def2-TZVPD) on a structure of composition C21H32N3O7ReS3Si at a distorted geometry.

Orbital gap (spin up / spin down), eV: 5.6 / 6.0
E_HOMO (spin up / spin down), eV: -4.90 / -4.88
LUMO energy (spin up / spin down), hartree: 0.0254 / 0.0417
Energy relative to the best compared isomer or geometry (same formula, charge and spin), kJ/mol: 57.1

```
! wB97M-V def2-TZVPD RIJCOSX def2/J DEFGRID3
* xyz -1 2
Re 1.058 -0.854 0.947
S -0.014 3.404 -0.615
S 3.339 -0.197 1.419
S 5.751 -1.792 1.956
Si -0.556 -0.541 -2.147
O 0.912 -1.424 2.927
O 0.300 -0.413 -0.815
O 0.218 0.873 1.911
O 3.250 -2.550 2.361
O -0.969 2.709 4.094
O -0.806 1.138 6.572
O -0.019 -1.625 5.839
N -2.556 3.711 0.025
N 1.646 -2.626 0.088
N -1.995 4.148 -2.192
C -0.020 -0.645 5.111
C -3.291 3.783 -2.722
C 0.377 0.344 -3.567
C 0.378 -0.563 3.711
C -0.538 1.570 4.195
C 0.084 -4.034 1.433
C 2.651 -4.152 -1.220
C 1.138 -3.856 0.397
C 3.665 -3.824 2.820
C -2.244 3.036 1.267
C 0.026 0.702 3.153
C 2.571 -2.810 -0.908
C -0.987 4.358 -3.202
C 3.351 -1.707 -1.545
C -0.501 0.748 5.461
C 4.119 -1.645 1.956
C -3.564 4.743 0.131
C -0.846 -2.364 -2.682
C 1.737 -4.820 -0.387
C -1.598 3.765 -0.940
C -2.287 0.266 -1.931
H -0.677 3.417 -3.669
H 3.390 -3.914 3.874
H -3.477 5.438 -0.701
H 2.859 -0.743 -1.411
H -0.801 -3.446 1.179
H 1.534 -5.872 -0.364
H 0.704 1.335 -3.268
H -2.789 0.339 -2.890
H -1.362 -2.399 -3.637
H 3.124 -4.569 2.234
H -3.177 2.800 1.778
H 3.295 -4.589 -1.962
H -3.167 3.098 -3.566
H -1.704 2.118 1.048
H -0.251 0.453 -4.447
H 0.446 -3.701 2.406
H -3.423 5.299 1.064
H -4.572 4.315 0.141
H 1.261 -0.220 -3.849
H 4.743 -3.948 2.701
H -3.827 4.670 -3.075
H -1.451 -2.906 -1.961
H -1.620 3.634 1.936
H -3.885 3.282 -1.962
H 3.452 -1.912 -2.610
H 0.088 -2.907 -2.788
H -2.203 1.266 -1.520
H 4.355 -1.643 -1.121
H -0.203 -5.081 1.502
H -1.399 5.025 -3.960
H -0.110 4.809 -2.742
H -2.934 -0.300 -1.266
*
```